No. 1
Computed, not measured: a structure of composition C37H56Br36NO3, with ωB97M-V/def2-TZVPD.

```
133
Properties=species:S:1:pos:R:3:mulliken_charge:R:1
Br 3.997 -2.281 8.292 0.00
O -4.656 -3.897 -1.384 -0.55
Br 0.591 -2.475 -5.198 -0.04
Br -13.104 -4.319 5.696 -0.03
H 3.775 -5.634 3.142 0.27
Br 11.030 -0.025 -9.027 0.00
C 1.194 -1.894 2.796 -0.64
C 1.349 3.946 4.542 -0.40
H -6.442 -3.192 3.680 0.14
H -13.252 -3.243 3.449 0.36
H -5.595 1.532 3.931 0.21
Br 5.288 9.799 -12.822 0.00
H -2.827 2.830 3.681 0.18
C 7.322 4.831 -7.381 -0.38
Br 11.344 2.394 -6.921 -0.02
C 2.513 -2.798 9.439 -0.33
H 8.188 5.057 -8.013 0.37
C 11.211 0.467 -7.153 -0.33
H 2.897 -2.830 10.464 0.36
C 3.053 1.437 -0.695 -0.05
Br 9.793 -0.297 -6.064 -0.02
Br 8.458 11.533 -5.462 -0.02
H 5.467 0.919 -6.739 0.30
H -3.738 -3.562 -1.103 0.31
C 1.797 5.285 -4.684 -0.40
H -4.514 3.782 1.982 0.32
H 1.303 -5.867 4.888 0.32
H -0.670 0.622 3.013 0.20
H 2.069 0.155 3.483 0.00
C -12.546 -3.112 4.275 -0.33
C -1.824 -2.844 2.586 0.31
C 0.181 -1.859 4.069 -0.62
H -4.695 2.196 0.975 0.26
H 1.673 6.266 -4.215 0.34
Br 2.243 3.310 2.936 0.12
H -1.258 -2.842 1.536 0.37
Br 5.694 9.899 -5.739 -0.01
Br -10.782 -3.564 3.592 0.01
C -5.704 -2.981 -0.854 -0.10
C 3.476 -5.505 4.291 -1.02
Br 0.078 4.802 -5.456 -0.01
C -0.853 -4.049 4.880 -0.64
C 1.904 -5.001 4.332 0.18
C -5.333 -3.031 -5.009 0.03
H 0.070 -2.580 5.999 0.54
Br 3.054 0.590 -7.282 -0.04
H -6.497 -2.800 -1.702 0.32
Br 1.861 -4.582 9.020 -0.03
H 7.450 10.267 -13.978 0.35
C -5.650 -3.481 2.835 -0.54
C 3.484 -1.673 0.486 -0.31
Br 3.174 5.476 -6.045 0.07
H 3.852 0.427 -2.787 -0.21
Br 8.263 8.742 -12.179 -0.01
Br -6.269 -4.209 -6.242 -0.02
H 4.241 -2.204 -1.760 0.26
C -6.367 -3.694 0.507 -0.77
Br 1.252 -0.093 -3.131 0.22
C 7.192 10.188 -12.917 -0.33
C -1.332 -4.251 3.325 -0.53
H 3.534 -6.606 4.739 0.28
H -5.695 -4.657 2.759 0.36
C -1.576 -0.100 2.850 -0.62
H -1.786 -3.564 5.447 0.42
H 3.374 -1.302 3.568 0.25
H 0.617 -1.486 1.834 0.41
Br 7.481 10.497 -8.353 0.06
H -3.637 -1.856 1.585 0.14
Br 1.083 -1.479 9.409 0.00
C -8.828 -0.251 0.735 -0.51
C 0.330 -0.596 -4.768 -0.08
H -5.859 -4.745 0.585 0.44
H 12.154 0.037 -6.800 0.35
Br -3.403 -3.140 -5.228 0.01
C 2.894 -0.430 1.402 0.02
O -6.079 -2.774 1.618 -0.04
Br -5.973 -1.198 -5.132 -0.04
H -2.121 -1.600 4.473 0.55
H 2.860 2.536 -1.070 -0.03
Br 4.964 -1.009 -5.237 -0.03
H 1.617 -2.938 2.491 -0.06
H -6.255 3.271 3.544 0.33
C -1.379 -1.576 3.538 -0.48
N 0.279 -3.010 5.045 0.35
H 0.780 -0.017 -5.581 0.03
Br 7.623 11.899 -12.099 -0.02
H 3.618 -2.744 0.959 0.25
C -3.035 0.599 3.257 -0.18
Br -7.648 -1.784 0.943 0.29
C -4.549 2.596 2.086 -0.44
Br 0.316 2.539 5.401 -0.05
H 1.744 -3.942 6.339 -0.51
H 8.031 9.215 -6.283 0.14
H 2.260 1.937 1.621 0.03
Br 4.440 2.144 -4.823 0.19
H 0.455 -0.879 4.694 0.21
Br -7.834 1.391 0.421 -0.11
Br 2.593 4.788 5.778 -0.02
Br 7.161 6.282 -6.096 0.05
C -3.098 2.154 2.736 -0.50
H -5.560 -3.382 -3.997 0.01
Br 7.684 3.129 -6.510 0.04
C -3.436 -2.851 2.205 -0.61
O -4.329 -3.004 3.364 -0.34
C 1.650 -3.630 5.189 0.30
H -9.435 -0.433 -0.157 0.40
H -3.171 0.567 4.428 0.27
H -1.654 -0.289 1.674 0.30
Br -10.058 -0.077 2.232 -0.05
H -5.164 -1.969 -0.524 0.11
H 4.228 -4.761 4.799 0.29
C 3.613 0.214 -1.646 -0.01
H -3.623 -3.767 1.491 0.34
H 2.548 -2.859 5.028 0.14
C 2.481 -0.839 2.970 0.18
H 0.638 4.718 4.228 0.42
H -2.223 2.337 1.956 0.27
C 4.602 0.692 -6.108 -0.30
Br -12.654 -1.249 4.824 -0.04
Br 5.774 4.728 -8.555 -0.06
C 3.857 -1.320 -1.095 -0.35
Br -1.556 -0.123 -4.711 -0.03
H -6.728 1.888 2.354 -0.30
H -0.577 -4.827 2.642 0.12
H -7.537 -3.762 0.280 0.46
C 7.491 10.155 -6.438 -0.19
C 2.674 1.116 0.888 -0.18
H 1.517 -4.985 3.228 -0.04
H -3.914 -0.044 2.792 -0.11
H -2.315 -4.927 3.368 0.42
C -5.846 2.267 3.046 -0.31
Br 2.333 4.049 -3.281 0.05
H -0.635 -5.050 5.464 0.38
```

Results
Kohn-Sham gap	7.54	eV
2S+1	1
E_HOMO	-0.374	hartree
net charge	+1

No. 2
Computed, not measured: a cluster of 4 separate species, C37H58Br2Cl6N2O4Si in total, with ωB97M-V/def2-TZVPD.

```
110
Properties=species:S:1:pos:R:3:mulliken_charge:R:1
C 1.448 1.964 2.012 0.67
H 0.385 -3.707 4.252 0.46
H -7.550 -2.944 -0.282 0.41
H -7.210 1.988 1.868 0.32
H -1.490 -3.745 2.055 0.25
Br -3.298 -0.171 -3.364 -0.14
H -2.937 -1.912 1.853 0.53
H -0.397 -1.863 -0.280 0.13
H 0.278 -1.945 4.042 0.28
N -7.361 0.119 1.012 0.26
H -7.165 2.036 0.058 0.32
H 4.415 2.665 5.244 0.45
H -1.968 3.446 0.241 0.56
H -2.800 1.982 -1.291 -0.01
C 4.426 1.668 4.790 0.09
H 1.053 0.976 2.314 -0.59
C 5.546 -0.319 4.000 -0.32
H 8.381 2.858 1.758 0.27
C -2.662 -0.912 2.144 0.43
C 4.340 -0.888 3.570 -0.52
C -0.438 -5.513 -5.288 -0.55
H 2.178 -0.499 3.453 -0.50
C -3.101 1.727 -0.260 0.20
C 0.683 -1.640 -0.226 -0.64
C 2.965 3.085 -7.617 -0.34
H -4.943 1.820 2.061 0.17
H 6.564 1.349 4.946 0.44
H 1.601 0.296 -0.378 0.10
Cl -0.776 -3.164 -6.648 -0.14
H 6.461 -0.903 3.843 0.34
Cl 5.428 4.699 0.524 -0.17
O -0.302 1.797 -0.859 -0.56
C 6.983 4.427 1.349 -0.45
H -8.569 0.001 2.832 0.32
H -0.863 -5.389 -7.380 0.31
H -4.903 0.396 1.023 0.12
C -5.281 1.429 1.086 0.11
Si 0.950 -3.020 1.942 1.01
H -1.164 -0.065 -0.955 -0.41
H -2.632 1.861 3.882 0.49
C 2.512 -4.045 1.542 -1.27
Br 1.000 1.167 -3.957 -0.16
C -1.124 -1.944 -2.946 -1.06
H 0.917 3.375 0.451 0.35
H -3.055 0.626 -0.177 0.09
H -0.067 -2.213 -2.804 0.02
H 2.251 3.203 -6.805 0.24
H -1.183 -0.582 -4.672 0.48
C -0.255 -4.869 -6.640 -0.44
H -0.855 -3.929 0.398 0.32
C -7.093 -0.807 0.050 -0.26
H -0.159 3.436 1.927 0.51
C 3.171 -0.155 3.770 0.97
H -4.432 3.295 0.353 0.27
C -8.158 -0.489 1.948 -0.42
O 1.971 3.899 3.384 -0.55
H 1.585 -0.639 -1.908 0.56
H -8.908 -2.574 2.101 0.38
C 4.187 2.319 -7.173 -0.50
H -6.471 -0.448 -0.775 0.43
C -8.343 -1.803 1.575 -0.49
O 1.066 -1.514 1.151 -0.29
H -0.547 0.772 0.931 -0.05
H -1.039 1.653 3.186 -0.26
H 4.738 2.901 -6.435 0.28
Cl 0.684 -4.849 -4.073 -0.17
C 1.818 2.711 3.318 0.07
C 7.371 2.967 1.364 -0.57
H 4.853 2.108 -8.008 0.36
H -1.268 1.500 -2.998 0.44
H 1.264 -2.467 -0.695 0.56
Cl 6.298 1.996 2.414 -0.01
C 0.912 -2.830 3.831 -1.19
H 2.768 -4.646 2.433 0.35
H -1.700 -2.013 -2.005 0.36
H 7.734 5.003 0.809 0.34
C -0.588 -4.011 1.468 -1.22
H -0.234 -6.581 -5.357 0.38
H 2.383 1.798 1.449 0.66
C -1.351 -0.560 -3.588 0.15
O -2.521 2.610 2.012 -0.52
Cl 3.763 0.771 -6.400 -0.16
H -1.584 -2.689 -3.620 0.48
C -6.848 1.483 0.955 -0.88
H 1.931 -2.725 4.232 0.29
H -1.453 -5.383 -4.917 0.32
C 3.214 1.123 4.374 -0.18
H 4.256 -1.864 3.085 0.23
C -0.638 1.800 0.540 1.87
H 6.905 4.829 2.358 0.30
Cl 2.130 2.290 -8.975 -0.19
H -5.112 2.288 -0.969 0.52
H -0.434 -5.093 1.657 0.45
N 1.991 1.890 4.538 -0.44
C -0.598 0.629 -2.919 -1.50
C -2.057 2.427 0.674 -0.97
H 2.399 -4.674 0.646 0.40
H 7.346 2.538 0.364 0.31
C 0.382 2.789 1.213 -1.99
C -7.647 -2.042 0.316 -0.75
C 0.977 -0.331 -1.044 -0.84
C -0.303 0.476 -1.401 1.63
H 3.258 4.076 -7.962 0.31
C -2.561 0.211 2.595 -0.82
H 0.783 -4.906 -6.963 0.31
C -4.552 2.261 -0.019 -1.23
C -2.118 1.619 2.930 -0.07
H 3.319 -3.298 1.402 0.29
C 5.614 0.936 4.605 -1.03
H 1.230 1.210 4.530 0.49
```

Results
Kohn-Sham gap	8.48	eV
2S+1	1
E_HOMO	-0.297	hartree
SMILES	C#CCO[C@H](CCCCn1cccc1)[C@H](CCC(=O)Nc1ccccc1)O[C@H](CCO[Si](C)(C)C)[C@@H](Br)[C@@H](C)Br.ClCCCl.ClCCCl.ClCCCl
net charge	0

No. 3
Computed, not measured: a structure of composition C37H59N5O2SSi3TeTi, with ωB97M-V/def2-TZVPD.

```
109
Properties=species:S:1:pos:R:3:mulliken_spin:R:1
C 0.792 -2.305 -3.146 0.00
C 3.009 -3.284 -3.329 0.00
H 2.153 5.536 0.907 0.00
H 4.011 -3.992 -5.101 0.00
H -2.290 2.852 3.702 0.00
H 0.133 2.660 -2.990 0.00
N 2.789 0.890 1.633 0.25
H 2.464 4.733 -1.137 0.00
H 4.934 -4.209 -3.610 0.00
H -3.383 -0.409 -2.904 0.00
C -3.809 -1.115 -2.186 0.00
H -3.251 3.305 -0.533 0.00
H 2.421 3.158 -1.943 0.00
N 3.700 0.539 0.664 -0.02
N 3.979 -0.072 -1.527 0.02
C 0.690 -2.778 -1.825 0.00
H 3.724 -4.254 -1.566 0.00
H -0.467 3.498 4.475 0.00
H -0.020 5.546 -2.134 0.00
C 2.163 3.688 -1.024 0.01
H -4.849 -6.071 -5.175 0.00
H 0.090 -1.029 -4.714 0.00
Si 0.302 3.561 -0.700 0.00
C 3.298 1.118 2.832 0.16
H -0.328 0.709 6.576 0.01
C 1.783 -3.936 0.179 0.00
C 0.159 0.786 4.510 0.01
C -2.421 -0.241 2.001 0.00
H 3.524 -0.659 -2.211 0.00
O -1.449 0.729 1.609 0.00
Ti 0.693 0.644 1.473 -0.03
H 0.785 -4.060 0.596 0.00
H -2.916 -6.153 -3.806 0.00
H 2.050 1.235 7.271 0.01
C -3.501 -2.535 -2.592 0.00
H -3.153 -0.371 1.200 0.00
C -2.412 -3.269 -2.095 0.00
C 4.253 -3.541 -4.137 0.00
Si -1.818 2.376 1.272 0.01
H -1.479 3.032 -2.370 0.00
C 2.389 1.161 3.895 0.16
C 1.944 -2.575 -3.873 0.00
C -0.515 2.589 -2.112 0.00
C -4.346 -3.123 -3.530 0.00
H -0.624 -0.701 -3.128 0.00
C 3.152 0.300 -0.482 0.05
C 0.625 -1.995 2.677 -0.01
H -3.759 2.421 2.819 0.00
H 4.788 -2.610 -4.340 0.00
C -1.085 -5.437 -2.017 0.00
H -1.905 -1.178 2.208 0.00
H 2.015 -2.206 -4.892 0.00
H 2.284 5.761 2.655 0.00
O -0.402 -2.531 3.098 0.00
H -0.127 -5.104 -2.422 0.00
C -3.084 2.309 -0.117 0.00
S 1.469 0.483 -0.863 0.02
C 1.758 -3.471 -1.251 0.00
H 2.086 -3.407 3.366 0.00
H 2.756 3.247 -0.223 -0.01
H -3.405 -0.857 -1.211 0.00
C -0.316 5.317 -1.106 0.00
H -4.965 -4.507 -5.981 0.00
C -2.816 2.970 2.754 0.00
H 1.932 -1.954 4.357 0.00
H -1.153 -2.105 -4.054 0.00
C -0.881 5.842 2.135 0.00
C 1.787 1.147 6.225 0.09
C 0.451 0.860 5.844 0.10
C 1.961 -2.323 3.329 0.01
C -5.068 -5.015 -5.020 0.00
H -2.939 0.099 2.902 0.00
H -0.326 6.783 2.189 0.00
C -2.216 -4.588 -2.528 0.00
Si 0.317 4.355 2.202 0.00
C 2.740 1.293 5.260 -0.03
H -0.670 1.529 -1.912 0.00
H -4.042 1.948 0.269 0.00
C -0.286 -1.491 -3.801 0.00
H 2.327 -4.879 0.265 0.00
H -3.061 4.027 2.639 0.00
H -1.234 -6.480 -2.297 0.00
H 0.432 5.008 4.538 0.00
C 2.046 5.036 1.870 0.00
C -0.146 2.993 1.021 0.01
C 0.391 4.024 4.061 0.00
H 3.775 1.487 5.514 0.00
H 0.106 6.090 -0.460 0.00
C 2.899 -3.714 -2.020 0.00
H 2.295 -3.192 0.793 0.00
H -4.888 -0.953 -2.165 0.00
C -4.148 -4.415 -3.991 0.00
H -1.488 5.868 1.230 0.00
N 0.672 -1.083 1.682 0.06
H -1.007 -5.370 -0.931 0.00
C -3.081 -5.133 -3.473 0.00
H -6.112 -4.926 -4.715 0.00
H -1.406 5.393 -1.051 0.00
H 1.289 3.480 4.353 0.00
N 1.071 0.966 3.534 0.11
H -1.557 5.815 2.994 0.00
H 4.871 -0.427 -1.213 0.00
H 2.795 -1.858 2.807 0.00
H -2.775 1.656 -0.931 0.00
H 2.787 4.234 1.916 0.00
Te -1.064 -2.394 -0.687 0.01
H -0.850 0.574 4.175 0.01
H -5.186 -2.546 -3.907 0.00
H 4.371 1.167 2.975 0.00
```

Results
Kohn-Sham gap (alpha / beta)	5.33 / 7.04	eV
2S+1	2
E_HOMO (alpha / beta)	-0.113 / -0.176	hartree
net charge	-1
expectation value of S²	0.77

No. 4
Computed, not measured: a structure of composition C37H60BBaF4N7O4, with ωB97M-V/def2-TZVPD.

```
114
Properties=species:S:1:pos:R:3:mulliken_charge:R:1
C -1.627 1.145 -1.333 -2.30
H 1.459 0.927 3.552 0.14
H -3.757 0.645 0.207 0.38
H 2.426 -2.268 1.481 0.35
H 3.968 4.019 -2.499 0.57
C 0.414 2.565 -1.111 -0.26
H 2.047 -1.342 -5.744 0.30
H -2.009 2.376 3.203 0.15
H 3.929 2.840 -1.171 0.14
H -2.356 -6.252 2.524 0.37
C 0.142 2.620 3.201 2.68
H 2.359 2.282 -4.789 0.24
C 3.091 0.236 -4.667 2.35
C 3.072 -1.010 -5.568 -1.86
C 2.891 -1.289 1.574 -2.33
C 1.061 -0.363 -3.265 -0.65
F -7.148 -5.499 1.801 -0.40
N -1.850 -0.300 -1.188 1.17
C 0.455 -0.782 -2.100 0.46
F -5.526 -7.116 2.137 -0.49
H 2.809 1.579 -6.352 0.47
C 0.452 1.252 3.826 -1.26
H 0.964 4.635 3.439 0.39
C 0.244 2.553 1.672 -0.35
H 0.452 2.546 -2.198 -0.19
H -5.858 -0.294 1.806 0.33
H -1.364 3.089 4.698 0.46
H -3.316 -1.711 -1.574 0.28
C -4.187 -0.218 -0.305 -0.56
C 4.653 -1.837 -0.064 -2.00
O 0.559 -1.443 0.142 -1.16
H -2.621 -0.496 4.125 -0.26
C -3.254 -0.627 -1.445 -0.98
H -4.933 -1.537 2.680 0.28
H -5.174 0.076 -0.704 0.21
H -2.620 0.113 5.798 0.26
H 2.127 -0.589 1.908 0.20
H 0.988 3.630 4.896 0.47
F -6.315 -5.862 3.913 -0.37
O -1.460 -1.529 5.488 -0.30
H 4.763 0.894 -0.305 0.33
Ba -1.401 -1.503 1.442 1.56
H 4.971 0.944 -5.458 0.46
C 3.313 3.398 -1.876 -1.24
C -1.273 3.066 3.606 -1.74
C 2.430 -0.109 -3.334 -0.62
H 2.265 5.817 -2.648 0.49
N -4.341 -1.283 0.686 0.99
C 3.136 -0.280 -2.147 -0.18
H 0.436 -0.249 -4.146 0.31
H 2.392 5.832 0.385 0.41
H -2.562 1.642 -1.061 1.14
C -0.547 1.788 -0.493 1.36
H -1.388 -0.945 -3.144 0.30
H 3.671 -1.343 2.340 0.52
C -2.854 -4.794 -1.083 -0.31
C 3.068 5.172 -0.163 -2.48
N -3.259 -5.893 -0.455 -0.96
B -6.013 -5.828 2.552 0.44
F -4.980 -4.889 2.295 -0.25
H 3.645 4.589 0.558 0.37
H 4.224 -2.825 -0.244 0.40
C -4.857 -0.740 1.939 -0.86
N -2.017 -4.066 -0.346 0.07
C 1.129 3.620 3.812 -2.53
O -1.556 0.975 1.493 -1.78
C -1.017 -1.089 -2.111 -1.17
H 5.349 -1.912 0.777 0.48
H 2.164 3.337 3.613 0.39
H -3.169 -4.532 -2.079 0.51
H 4.616 1.541 -3.827 0.22
H -1.169 -2.140 -1.841 0.19
H 5.154 -0.130 -4.067 0.34
C 1.558 5.162 -2.125 -1.97
C -5.221 -2.340 0.205 -1.12
C 4.547 0.674 -4.487 -1.92
H 5.222 -1.549 -0.950 0.26
H -4.830 -2.774 -0.716 0.27
H -5.292 -3.134 0.945 0.33
N -2.646 -5.762 0.695 1.25
H 4.810 0.493 1.418 0.56
H -3.732 -6.890 1.861 0.47
H -1.445 1.384 -2.395 -0.04
C 1.293 3.369 -0.393 -0.29
H 1.833 3.963 1.577 0.58
H 3.542 -0.803 -6.536 0.48
H 4.198 -0.066 -2.155 0.28
N -2.733 -6.706 1.699 -0.76
H -1.479 4.068 3.217 0.36
C -2.616 -0.789 5.182 -0.03
H 3.767 5.791 -0.733 0.47
C 3.536 -0.830 0.261 2.82
H 0.825 5.783 -1.605 0.45
H -4.185 0.036 2.312 0.06
H 1.299 1.106 -5.568 0.31
H -0.257 0.500 3.492 0.10
C 2.341 1.368 -5.385 -1.54
C 1.175 3.334 0.994 -0.02
C 1.186 -1.003 -0.899 0.19
C 2.577 -0.711 -0.945 0.48
H 0.394 1.306 4.917 0.59
C 2.297 4.263 -1.121 2.84
N -1.897 -4.705 0.803 -0.62
H -3.591 -0.188 -2.401 0.30
O 0.197 -2.737 4.688 -0.68
C 4.161 0.546 0.537 -1.60
C -0.648 1.726 0.924 -0.11
H -3.514 -1.378 5.394 0.28
H -6.232 -1.948 -0.002 0.24
H 2.808 2.666 -2.505 -0.30
H 1.029 4.570 -2.871 0.25
C -0.778 -2.075 4.358 0.19
H 3.610 -1.828 -5.084 0.36
H 3.375 1.282 0.724 0.05
```

Results
Kohn-Sham gap	5.69	eV
2S+1	1
E_HOMO	-0.071	hartree
net charge	-2

| no. | largest force on an atom (eV/A) |
| --- | --- |
| 1 | 9.6 |
| 2 | 2.1 |
| 3 | 0.5 |
| 4 | 1.0 |